No. 1
The following is a quantum chemistry calculation of a single C19H34O2 molecule, from the OMol25 dataset.

Summary:
- relative energy (zero: lowest compared OMol25 entry of this formula, charge and spin) (kJ/mol) = 15.4
- SMILES = CCCCC/C=C\C/C=C\CCCCCCCC(=O)OC

XYZ file:
```
55
Properties=species:S:1:pos:R:3:lowdin_charge:R:1
C -6.56992 -3.10667 -0.94688 -0.12
C -7.07330 -1.76994 -0.41724 -0.28
C -5.93827 -0.91884 0.14485 -0.24
C -6.43769 0.41695 0.69062 -0.22
C -5.28302 1.30378 1.16413 -0.21
C -4.39308 1.68239 0.02223 -0.13
C -3.06852 1.68889 -0.00941 -0.11
C -2.12951 1.31462 1.10232 -0.19
C -1.48903 -0.01788 0.81939 -0.11
C -0.49964 -0.23679 -0.03448 -0.13
C 0.16883 0.78145 -0.90282 -0.21
C 1.67774 0.56327 -1.02349 -0.22
C 2.40058 0.83775 0.29451 -0.21
C 3.91410 0.63347 0.21094 -0.21
C 4.58841 1.60191 -0.76045 -0.21
C 6.10821 1.65436 -0.61262 -0.20
C 6.78886 0.31776 -0.91202 -0.09
C 6.86794 -0.57047 0.30861 -0.52
O 6.96713 -0.18770 1.44325 0.10
O 6.86270 -1.86302 -0.05077 -0.04
C 7.01504 -2.83786 0.97512 -0.04
H -6.10166 -3.68101 -0.14998 0.07
H -7.39092 -3.69262 -1.35583 0.07
H -5.83411 -2.95137 -1.73302 0.07
H -7.56722 -1.22328 -1.22472 0.11
H -7.81642 -1.94478 0.36454 0.11
H -5.20140 -0.73164 -0.63890 0.11
H -5.43454 -1.46821 0.94358 0.12
H -6.99696 0.93928 -0.08952 0.11
H -7.12193 0.23694 1.52398 0.11
H -5.69936 2.21671 1.60485 0.12
H -4.72376 0.78142 1.93977 0.10
H -4.92888 1.98994 -0.86786 0.11
H -2.57261 1.97212 -0.92901 0.10
H -2.65526 1.27242 2.05506 0.10
H -1.35862 2.08674 1.17564 0.11
H -1.91667 -0.85542 1.35198 0.10
H -0.13553 -1.24876 -0.16450 0.11
H -0.27181 0.71556 -1.90413 0.12
H -0.02140 1.78860 -0.52772 0.10
H 2.06335 1.23166 -1.79614 0.10
H 1.87539 -0.46412 -1.33959 0.12
H 2.19757 1.86624 0.60509 0.12
H 1.99213 0.17790 1.06293 0.11
H 4.12388 -0.39606 -0.08836 0.11
H 4.34112 0.78041 1.20654 0.12
H 4.34462 1.32433 -1.78814 0.11
H 4.19464 2.60604 -0.58521 0.12
H 6.49602 2.41271 -1.29709 0.11
H 6.36978 1.95115 0.40435 0.11
H 6.28867 -0.22209 -1.71515 0.12
H 7.82319 0.49130 -1.21884 0.13
H 7.85660 -3.47689 0.70805 0.09
H 6.10234 -3.42980 1.03269 0.09
H 7.20223 -2.34285 1.92892 0.09
```

***

No. 2
The following is a quantum chemistry calculation of a molecular structure, C19H35AlBr4Cl2F2NO12S at a distorted geometry, from the OMol25 dataset.

Summary:
- total charge = -1
- relative energy (zero: lowest compared OMol25 entry of this formula, charge and spin) (kJ/mol) = 0.0

XYZ file:
```
77
Properties=species:S:1:pos:R:3:lowdin_charge:R:1
C 6.03687 0.25912 -0.04145 -0.11
C 5.26713 0.98265 1.11489 -0.25
O 4.69853 2.25758 0.78502 -0.16
C 3.90274 2.19079 -0.39875 -0.19
C 2.89230 0.96097 -0.40152 -0.16
O 1.69281 1.38189 -1.07996 -0.08
C 0.60473 0.54213 -0.73134 -0.47
C 1.02303 -0.98898 -0.72983 0.01
C 0.12210 1.03847 0.69016 0.02
N -0.64305 2.32625 0.42016 -0.01
C -1.95864 1.84603 -0.18543 -0.25
C -2.98030 3.00207 -0.54358 -0.15
C -4.32376 2.91325 0.32124 -0.14
C -5.05403 1.54231 0.14772 -0.20
C -5.93160 1.25740 -1.00530 -0.07
C -6.54235 -0.06421 -1.11670 -0.13
C -6.34308 -1.13682 -0.14334 -0.06
C -5.51433 -0.85355 1.01446 -0.06
C -4.89905 0.46214 1.13375 -0.06
C -1.69231 0.81276 -1.36748 -0.54
S -2.48362 -0.82054 -0.95233 0.82
O -0.36166 0.71381 -1.79903 -0.05
H 6.33052 -0.75593 0.35913 0.09
H 6.98533 0.76662 -0.35839 0.05
H 5.43288 0.05904 -0.95877 0.00
H 4.48288 0.30867 1.59997 0.10
H 6.02648 1.17394 1.92977 0.12
H 4.50939 2.10231 -1.35219 0.12
H 3.31534 3.16806 -0.50123 0.08
H 3.38666 0.17199 -1.03426 0.05
H 2.72968 0.54594 0.62341 0.10
H 1.36308 -1.23228 0.31838 0.08
H 0.16489 -1.67277 -0.94344 0.06
H 1.81355 -1.21594 -1.49575 0.00
H -0.55571 0.25248 1.11276 0.14
H 0.94701 1.27665 1.40430 0.17
H -0.09359 2.92433 -0.25940 0.12
H -0.83239 2.82887 1.32640 -0.02
H -2.43590 1.26054 0.64861 0.11
H -3.30468 2.96289 -1.61392 0.12
H -2.51721 3.99968 -0.35228 -0.02
H -4.96833 3.77202 -0.01780 0.12
H -4.10024 3.06729 1.41494 0.13
H -6.11240 2.05373 -1.77167 0.11
H -7.20670 -0.29432 -1.99224 0.11
H -6.79091 -2.14837 -0.24743 0.11
H -5.28644 -1.59086 1.82387 0.12
H -4.24633 0.67025 2.01251 0.12
H -2.28014 1.19694 -2.24806 0.12
H -2.43842 -1.00056 0.40375 -0.09
O -3.27696 -1.67978 -4.55949 -0.07
H -3.18268 -1.47379 -3.62291 -0.03
H -2.37533 -1.86102 -4.85052 0.05
C 8.02256 -1.86686 -3.47235 -1.51
Br 9.12065 -0.89836 -2.21199 0.60
Br 7.98970 -3.80641 -3.06894 0.47
Br 6.25251 -1.15498 -3.59760 0.60
H 8.48616 -1.76290 -4.45135 -0.01
Br 8.03650 -5.28180 -1.23043 0.10
O -9.16039 1.76195 -0.29130 0.32
H -9.00253 2.26649 0.53501 0.20
H -8.37316 1.18946 -0.52103 0.14
H -9.39920 2.35518 -1.03311 0.20
C 2.80221 -2.57499 2.28560 -0.80
O 3.33006 -3.33420 3.12303 0.04
O 1.51401 -2.96149 2.02199 0.03
O 3.24349 -1.57260 1.68597 -0.01
H 1.58181 -3.71659 2.64557 0.06
Al -1.00975 4.62256 1.21640 1.11
O 2.82530 -7.28950 4.23668 -0.39
Cl 1.95122 -6.25035 4.73385 0.64
O 1.52101 -5.41511 3.63336 -0.39
O 2.65563 -5.45195 5.70713 -0.37
O 0.78695 -6.85405 5.35461 -0.41
F 1.90489 4.04830 -0.08278 -0.60
Cl 3.80559 -1.77380 -2.76391 -0.21
F -1.88104 5.45990 3.61613 -0.77
```

***

No. 3
The following is a quantum chemistry calculation of 2 unconnected molecules or ions with the total composition C19H35BNO5S2, from the OMol25 dataset.

Summary:
- total charge = +1
- E (a.u.) = -1996.99598

XYZ file:
```
63
Properties=species:S:1:pos:R:3:lowdin_charge:R:1
C 2.45710 0.81912 -1.12082 -0.08
C 1.44804 0.27190 -2.14789 -0.22
C 1.16980 1.18124 -3.34332 -0.23
C 0.66528 2.57401 -2.99491 -0.32
S -0.99037 2.57785 -2.23068 1.26
C -1.98684 1.28542 -2.99066 -0.33
C -3.08978 0.75230 -2.06033 -0.20
C -2.73130 -0.66426 -1.60429 -0.24
N -3.84334 -1.27086 -0.88078 -0.04
C -3.39770 -2.38214 -0.00884 -0.15
C -2.28714 -3.23788 -0.57332 -0.18
C -2.49142 -3.96104 -1.74836 -0.05
C -1.48392 -4.73179 -2.30826 -0.08
C -0.24145 -4.77882 -1.68788 -0.08
C -0.01777 -4.07460 -0.51805 -0.01
C -1.03426 -3.30144 0.03498 -0.27
O -0.74614 -2.61346 1.19751 0.03
B -0.55506 2.17568 -0.41870 -0.84
O 0.47542 2.94410 -0.00613 0.16
O -1.23391 1.26685 0.30051 -0.01
C -1.92727 1.69133 1.50139 0.01
H 2.72025 1.86278 -1.28425 0.08
H 2.06931 0.69323 -0.11005 0.03
H 3.38930 0.25804 -1.16325 0.09
H 0.51683 0.01524 -1.62955 0.09
H 1.85263 -0.66237 -2.53454 0.12
H 0.50486 0.67809 -4.04307 0.10
H 2.10529 1.32760 -3.89089 0.13
H 1.29136 3.11565 -2.29239 0.09
H 0.56563 3.16938 -3.90169 0.10
H -2.43818 1.75541 -3.86345 0.10
H -1.37043 0.46959 -3.35736 0.08
H -3.23986 1.39592 -1.19667 0.10
H -4.02596 0.70996 -2.61570 0.12
H -1.84999 -0.60364 -0.96988 0.10
H -2.49254 -1.23509 -2.50938 0.13
H -4.45140 -1.68552 -1.57900 0.11
H -4.25879 -2.99607 0.24832 0.13
H -3.05363 -1.92594 0.91999 0.11
H -3.46568 -3.90081 -2.22149 0.12
H -1.67342 -5.28550 -3.21679 0.10
H 0.54716 -5.37143 -2.13131 0.11
H 0.94850 -4.11194 -0.03436 0.12
H -0.80044 -1.66441 1.04743 0.08
H 1.13572 2.44152 0.50150 0.09
H -1.40408 2.52256 1.96889 0.10
H -1.94407 0.84278 2.17876 0.10
H -2.94760 1.95694 1.23650 0.10
C 2.26155 1.37674 5.13250 -0.21
C 3.75860 1.07893 4.97189 -0.20
C 3.97827 0.58367 3.53557 -0.20
S 2.68975 1.34847 2.54915 0.67
O 1.79266 0.32579 2.04871 -0.33
O 3.24278 2.32601 1.64345 -0.31
C 1.86234 2.18268 3.89936 -0.22
H 2.05233 1.92612 6.04800 0.12
H 1.69776 0.44230 5.16456 0.12
H 4.33290 1.99134 5.13872 0.12
H 4.10233 0.33953 5.69188 0.12
H 4.94187 0.88098 3.12986 0.11
H 3.85620 -0.49435 3.44997 0.11
H 0.79105 2.19625 3.71018 0.10
H 2.25085 3.20004 3.93871 0.11
```